Record 1
C4H21NO6 | ωB97M-V/def2-TZVPD

```
32
Properties=species:S:1:pos:R:3:forces:R:3:nbo_charge:R:1
C -0.28366 1.99953 -0.40222 -0.91 0.61 -1.43 -0.050
N 0.15634 1.06295 0.30121 -0.15 -1.07 0.16 -0.450
C -0.68973 0.53212 1.37994 1.39 0.88 2.44 -0.257
C -0.51867 1.49980 2.63673 -0.96 -1.02 -0.77 -0.396
C 0.93573 1.59443 3.11865 -0.50 1.87 -0.78 -0.627
H -1.23466 2.53317 -0.42947 -0.55 -0.28 1.46 0.157
H 0.08710 2.27689 -1.38225 1.65 0.00 0.25 0.181
H -1.71703 0.28367 1.15571 -0.47 0.79 -0.54 0.203
H -0.33974 -0.43307 1.79350 0.56 0.27 -0.82 0.193
H -1.00178 2.47337 2.40987 0.40 -0.52 0.27 0.197
H -1.04522 0.99080 3.43868 -0.63 0.33 0.14 0.198
H 1.15279 2.68562 3.28030 -0.02 -1.10 0.64 0.212
H 1.10995 0.94684 3.98003 0.30 0.32 -0.21 0.213
H 1.55795 1.38865 2.26672 0.65 -0.60 -0.08 0.212
O -0.98423 -1.17975 -1.08913 0.20 -0.97 -0.10 -0.995
H -0.71776 -1.67156 -1.90266 0.00 0.51 0.45 0.516
H -1.04553 -0.24005 -1.27868 0.75 -0.25 -0.44 0.475
O -1.89079 1.39608 -2.21928 -0.47 -0.49 -0.51 -0.959
H -2.26004 0.77600 -1.56665 -0.71 0.44 -0.29 0.489
H -2.23192 1.07479 -3.06807 0.08 0.08 0.28 0.485
O 0.38788 -2.65180 -3.10456 0.20 -0.48 0.15 -0.972
H 1.22201 -2.38957 -2.66760 -0.14 0.57 -0.01 0.503
H 0.41106 -3.59964 -2.92220 -0.45 0.01 -0.22 0.464
O 2.61628 -2.08024 -1.71070 0.60 -0.77 -0.39 -0.976
H 3.01627 -1.61394 -0.96308 -0.30 0.08 0.42 0.501
H 3.05383 -2.94612 -1.68711 -0.16 0.33 -0.07 0.471
O 3.40650 -0.93206 0.66383 0.20 0.32 -0.43 -0.944
H 2.73826 -0.24512 0.49971 0.01 -0.04 0.19 0.499
H 4.23782 -0.57211 0.31765 -0.24 0.08 0.33 0.475
O -3.44884 -0.68232 -0.55827 0.12 -0.99 1.11 -0.993
H -2.62453 -1.21319 -0.39077 -0.44 0.57 -0.76 0.505
H -4.05565 -1.06418 0.10018 -0.03 0.53 -0.45 0.470
```
Forces are in eV/Å.

Calculated total energy ... -671.1328 Eh
Relative energy (zero: lowest compared OMol25 entry of this formula, charge and spin) ... 2.409 eV
Net charge ... 0
SMILES ... C=NCCC.O.O.O.O.O.O

***

Record 2
C45H42AsN8OPPd | ωB97M-V/def2-TZVPD

```
99
Properties=species:S:1:pos:R:3:forces:R:3:lowdin_charge:R:1
Pd -0.50404 2.62338 0.17708 0.12 -0.67 -0.38 0.204
N -3.69236 -0.64945 -1.29791 0.07 -0.01 0.01 0.123
C -2.75117 0.30940 -1.48074 -0.13 0.02 0.00 -0.182
N -2.70000 1.42715 -0.85883 -0.07 -0.05 -0.23 0.108
C -3.65788 1.70711 0.10577 0.14 0.25 0.08 -0.308
N -3.64696 2.82744 0.74075 0.06 -0.19 -0.03 0.071
N -2.53809 3.61673 0.48623 -0.01 0.09 -0.09 -0.054
C -2.80695 4.80485 0.11015 -0.08 -0.17 0.09 -0.099
C -1.75424 5.79621 -0.12792 0.16 0.20 -0.02 -0.270
C -2.08909 7.15124 -0.15057 0.01 -0.07 0.00 -0.031
C -1.08754 8.08475 -0.34267 0.03 0.01 -0.01 -0.074
C 0.21499 7.64014 -0.51237 -0.01 0.02 0.00 -0.065
C 0.44977 6.27310 -0.49045 0.00 -0.08 -0.04 -0.134
N -0.50390 5.36836 -0.31239 -0.05 -0.06 0.09 0.102
C -4.67988 0.69789 0.40833 -0.05 -0.03 0.04 -0.087
C -5.64318 0.86957 1.40372 0.00 -0.02 -0.02 -0.017
C -6.57062 -0.11884 1.65836 -0.01 0.02 0.02 -0.079
C -6.54979 -1.30243 0.92028 0.02 -0.02 -0.02 -0.079
C -5.60537 -1.49394 -0.06637 0.01 0.01 -0.01 -0.021
C -4.66909 -0.49244 -0.31976 0.03 0.02 -0.02 -0.182
H -3.60175 -1.52629 -1.78717 -0.01 -0.05 0.00 0.118
H -1.98850 0.08776 -2.22216 -0.02 -0.02 -0.02 0.136
H -3.84023 5.12790 -0.01202 -0.02 -0.04 0.02 0.120
H -3.11817 7.45612 -0.00968 -0.01 -0.01 0.00 0.108
H -1.31825 9.14217 -0.36001 0.00 0.00 0.00 0.105
H 1.03062 8.33179 -0.67367 0.00 0.00 0.00 0.100
H 1.44786 5.87425 -0.64189 0.01 0.01 0.00 0.099
H -5.63762 1.79400 1.96456 0.01 0.00 0.00 0.111
H -7.31331 0.02098 2.43220 0.00 0.00 0.00 0.102
H -7.27668 -2.07804 1.12233 0.00 -0.01 0.00 0.105
H -5.58047 -2.40932 -0.64522 -0.01 -0.01 0.00 0.105
C 4.96101 2.45613 -2.70387 -0.02 0.02 -0.02 -0.026
N 4.18197 2.87650 -1.54997 0.03 -0.09 -0.01 -0.049
C 4.78033 3.41525 -0.46736 -0.03 -0.01 0.00 -0.077
C 4.07944 3.76353 0.63223 0.06 0.00 -0.01 -0.017
C 2.66991 3.50633 0.58765 0.02 0.00 0.15 -0.433
N 2.07079 3.00864 -0.47111 -0.01 0.12 -0.11 0.143
C 2.77550 2.67527 -1.58974 -0.04 0.19 0.02 -0.519
O 2.27913 2.23718 -2.60880 0.01 -0.09 -0.01 0.048
N 1.89867 3.73784 1.66408 0.21 0.10 -0.11 0.158
H 5.96053 2.17036 -2.37946 0.00 0.02 0.01 0.087
H 5.02876 3.25480 -3.44433 -0.02 -0.02 -0.01 0.095
H 4.46447 1.60352 -3.15730 0.01 0.00 0.00 0.084
H 5.85301 3.54468 -0.53773 0.00 0.00 0.02 0.129
H 4.56256 4.18677 1.49930 0.00 0.00 0.00 0.101
H 2.25053 4.21603 2.47235 0.02 -0.02 0.01 0.103
H 0.89391 3.58106 1.52132 -0.17 -0.04 0.11 0.042
C -0.48545 -1.38578 0.14711 -0.06 0.06 0.07 -0.427
C 0.11660 -2.64161 0.75463 -0.01 0.00 -0.02 -0.442
As -1.11631 -4.18285 0.65593 0.02 -0.01 0.00 1.300
C 0.23554 -5.59591 0.60902 0.00 0.00 0.01 -0.422
C 1.38860 -5.50427 1.38381 -0.01 0.02 0.01 -0.119
C 2.31812 -6.53564 1.39321 0.01 -0.02 -0.01 -0.089
C 2.10411 -7.67360 0.62974 0.00 0.01 0.01 -0.096
C 0.95419 -7.77655 -0.14047 0.00 0.00 -0.01 -0.090
C 0.02568 -6.74611 -0.14706 -0.02 -0.01 -0.01 -0.124
C -1.46385 -4.09344 -1.26839 -0.01 0.00 0.00 -0.430
C -2.78341 -4.09197 -1.70772 -0.02 0.01 0.03 -0.153
C -3.08429 -3.94983 -3.05917 -0.02 0.01 -0.01 -0.105
C -2.05982 -3.80459 -3.98209 0.01 0.01 -0.02 -0.087
C -0.73700 -3.81930 -3.55451 0.01 0.00 -0.01 -0.074
C -0.44270 -3.96870 -2.20787 0.00 0.00 0.00 -0.115
P 0.49447 0.18574 0.32645 -0.17 0.73 0.21 1.049
C 0.62965 0.24988 2.16351 0.08 -0.19 -0.17 -0.369
C -0.35594 1.03076 2.75859 -0.06 -0.01 0.17 -0.140
C -0.38300 1.22798 4.13131 -0.01 -0.09 -0.02 -0.081
C 0.58066 0.62523 4.92806 0.03 -0.01 0.02 -0.097
C 1.55052 -0.18430 4.34945 0.01 0.00 -0.01 -0.089
C 1.57355 -0.37813 2.97385 -0.03 0.04 -0.01 -0.108
C 2.15190 -0.36494 -0.21559 0.00 -0.02 -0.05 -0.362
C 3.31942 0.15339 0.34498 -0.01 -0.01 0.00 -0.116
C 4.56354 -0.16376 -0.18133 0.02 0.00 0.01 -0.091
C 4.66807 -0.99787 -1.28492 0.00 0.00 0.00 -0.098
C 3.51327 -1.50495 -1.86537 0.00 0.00 -0.01 -0.081
C 2.27205 -1.18584 -1.33869 0.01 0.00 0.00 -0.104
H -1.44966 -1.14440 0.61111 0.01 -0.03 0.01 0.071
H -0.69714 -1.53292 -0.91539 0.05 0.02 0.00 0.041
H 0.32529 -2.48159 1.81321 0.01 0.01 0.02 0.052
H 1.05762 -2.89731 0.26396 -0.03 -0.04 0.03 0.056
H 1.57568 -4.62184 1.98494 -0.01 0.00 -0.01 0.094
H 3.21228 -6.44622 1.99704 0.00 0.00 0.00 0.102
H 2.82952 -8.47677 0.63402 0.00 0.00 0.00 0.100
H 0.77931 -8.66145 -0.73938 0.00 0.00 0.00 0.101
H -0.86538 -6.83697 -0.75813 0.00 0.00 0.00 0.098
H -3.58419 -4.21026 -0.98479 0.00 0.01 0.00 0.084
H -4.11583 -3.96069 -3.39075 0.00 -0.01 0.00 0.103
H -2.28839 -3.68892 -5.03365 0.00 0.00 0.00 0.103
H 0.06495 -3.71314 -4.27418 0.00 0.00 0.00 0.106
H 0.59200 -3.98563 -1.88214 0.00 -0.01 0.00 0.106
H -1.08321 1.48801 2.08804 -0.10 0.17 0.19 0.049
H -1.15201 1.84977 4.57217 0.00 0.00 0.01 0.102
H 0.57582 0.77932 6.00002 0.00 0.00 0.00 0.097
H 2.29478 -0.66600 4.97182 0.00 0.00 0.00 0.099
H 2.33740 -1.00810 2.53388 0.01 0.01 0.01 0.099
H 3.25843 0.81868 1.19790 0.00 -0.01 0.01 0.099
H 5.45599 0.24726 0.27676 0.00 0.00 0.00 0.104
H 5.64011 -1.24768 -1.69157 -0.01 0.00 0.00 0.100
H 3.57821 -2.14607 -2.73577 0.01 0.00 0.00 0.102
H 1.38170 -1.57555 -1.82081 0.01 0.02 0.00 0.091
```
Forces are in eV/Å.

Calculated total energy ... -4958.2928 Eh
Relative energy (zero: lowest compared OMol25 entry of this formula, charge and spin) ... 0.682 eV
Net charge ... 0

***

Record 3
C25H50F6N4O14P | ωB97M-V/def2-TZVPD

```
100
Properties=species:S:1:pos:R:3:forces:R:3:lowdin_charge:R:1
P -0.02830 -0.31175 -0.13140 1.57 1.21 0.87 0.204
F -0.21780 -1.49272 -1.26938 0.09 0.67 1.45 -0.191
F -1.20357 -0.86939 0.83887 -0.60 0.00 -1.39 -0.182
F 1.01506 -1.14037 0.86175 -0.33 -0.77 -1.41 -0.214
F 0.19173 0.90396 0.91256 -0.55 0.91 0.59 -0.210
F 1.25760 0.28666 -0.92039 0.18 -0.70 -0.69 -0.197
F -0.96147 0.72044 -1.02699 -0.38 -1.28 0.56 -0.207
C 2.72943 -3.74004 -3.95774 1.40 1.08 0.18 -0.138
O 3.47606 -3.44288 -2.73298 -1.21 -0.71 -0.57 -0.131
H 2.88844 -4.76629 -4.28880 0.11 0.00 0.23 0.066
H 1.66485 -3.51187 -4.00975 -0.03 0.01 0.77 0.071
H 3.21507 -3.03861 -4.63614 -0.21 -0.35 -0.71 0.064
H 2.86272 -3.09827 -2.07979 -0.09 0.04 0.15 0.065
C -2.19492 5.41184 0.83427 -0.28 -0.20 1.48 -0.019
C -1.03663 6.32102 1.24822 -0.88 -1.40 -0.61 -0.335
C 0.09165 6.07757 0.27183 -0.59 -0.54 0.14 -0.104
O 0.31780 7.36246 -0.25374 1.05 -0.02 -0.92 0.082
C -0.61185 8.23875 0.15162 1.66 1.77 0.59 -0.544
O -0.51114 9.42365 -0.08015 -1.08 -1.71 0.10 0.136
O -1.44939 7.62220 0.99280 -0.75 2.18 -0.17 0.088
H -3.14085 5.75490 1.25335 0.07 -0.02 0.31 0.083
H -1.97929 4.42063 1.23314 -0.21 -0.25 -0.32 0.095
H -2.36485 5.38052 -0.24194 0.45 0.04 0.01 0.093
H -0.66825 6.27376 2.27300 -0.54 -0.27 0.18 0.158
H -0.34001 5.41408 -0.47754 0.83 0.01 -0.38 0.126
H 0.94611 5.62084 0.77122 0.29 0.36 -0.44 0.141
C 6.73646 3.77297 0.59470 -0.80 -1.47 1.24 0.005
C 6.43207 2.84799 1.90112 0.17 2.17 -1.47 -0.262
C 5.84008 1.46204 1.64820 0.72 -0.05 -0.75 -0.075
O 6.66795 0.60653 2.46062 0.31 0.63 0.64 0.061
C 7.74765 1.33193 2.90016 1.56 -2.07 0.63 -0.564
O 8.68000 0.90104 3.54473 -1.65 0.18 -0.72 0.129
O 7.71785 2.56334 2.44675 -0.10 0.71 -0.26 0.073
H 7.41293 4.58795 0.85217 0.04 -0.26 0.11 0.073
H 5.86123 4.20474 0.10927 -0.27 -0.10 0.39 0.073
H 7.16968 3.10371 -0.14861 0.34 0.13 0.06 0.074
H 5.94804 3.42049 2.69236 -0.51 0.04 -0.24 0.141
H 6.03853 1.21571 0.60511 -0.04 -0.23 -0.10 0.128
H 4.77929 1.27376 1.81358 0.18 0.28 0.46 0.140
C -1.41968 -4.42993 4.98958 -0.46 0.46 -0.50 -0.017
C -2.00758 -5.64272 4.27621 0.12 0.11 -0.56 -0.321
C -1.70833 -5.76212 2.75175 0.09 1.59 -0.05 -0.092
O -1.07977 -7.02703 2.56108 -0.42 1.01 0.93 0.076
C -0.82111 -7.53348 3.78759 -0.81 -1.30 0.53 -0.518
O -0.29797 -8.59915 3.90856 0.11 0.70 0.58 0.151
O -1.38990 -6.78834 4.82643 1.47 -1.63 -1.63 0.057
H -1.92407 -3.51627 4.67507 -0.21 0.03 0.05 0.085
H -0.37534 -4.26246 4.72612 0.08 -0.38 -0.08 0.093
H -1.48134 -4.50244 6.07541 -0.18 -0.19 -0.10 0.084
H -3.07921 -5.82015 4.36696 -0.11 0.59 0.56 0.147
H -1.06821 -4.94938 2.40858 0.54 -0.15 0.16 0.130
H -2.59330 -5.60501 2.13512 -0.21 -0.78 0.09 0.126
C -6.29075 -1.50075 2.87082 -1.08 0.25 -0.94 -0.345
O -7.01422 -2.05473 3.67562 0.56 -0.17 0.30 0.002
N -6.31687 -1.77058 1.53635 1.31 1.47 -0.71 -0.197
C -6.99725 -2.90045 0.96608 0.67 -0.21 0.16 -0.065
C -5.70725 -0.84461 0.51598 -0.18 -0.84 0.85 -0.033
H -5.63831 -0.64337 3.09762 0.10 -0.12 0.20 0.131
H -6.28672 -3.34136 0.26690 -0.21 -0.09 -0.40 0.082
H -7.89457 -2.57099 0.44228 -0.21 -0.37 0.08 0.091
H -7.15078 -3.66634 1.72630 -0.51 0.30 0.03 0.090
H -6.48851 -0.48820 -0.15535 -0.09 0.11 0.09 0.080
H -5.18604 0.00163 0.96357 -0.27 -0.09 0.27 0.083
H -4.96242 -1.35773 -0.09234 -0.02 -0.24 0.07 0.081
C -5.55301 -5.00675 -6.50474 0.06 1.21 -1.55 -0.320
O -6.05101 -4.77525 -7.61328 0.41 -0.41 1.25 -0.034
N -4.70779 -4.10507 -5.89831 -0.30 -0.95 0.20 -0.187
C -4.12608 -4.25480 -4.51991 -0.79 -0.77 -1.39 -0.037
C -4.43805 -2.82321 -6.57478 0.21 -0.10 0.75 -0.050
H -5.76693 -5.97994 -6.03639 0.36 0.33 0.58 0.129
H -4.38368 -5.22154 -4.08728 -0.14 -0.25 -0.43 0.076
H -4.56859 -3.55644 -3.80957 0.48 0.53 -0.25 0.082
H -3.04118 -4.25840 -4.62514 -0.05 0.55 0.41 0.086
H -3.36201 -2.64953 -6.58274 0.07 0.12 0.39 0.083
H -4.72522 -2.70986 -7.62015 -0.53 -0.73 0.31 0.082
H -4.95295 -2.08238 -5.96312 0.24 0.48 -0.26 0.088
C 2.29733 3.30525 -4.95294 -0.12 1.63 1.28 -0.356
O 2.96823 4.33906 -4.87555 -0.33 -1.37 -0.66 -0.014
N 2.22400 2.40384 -5.92115 0.82 -1.21 -2.13 -0.193
C 1.35565 1.24113 -5.91595 0.05 0.29 0.59 -0.056
C 3.01720 2.44234 -7.16558 -0.32 1.51 0.27 -0.039
H 1.58670 3.04512 -4.15323 0.02 -0.01 0.19 0.134
H 2.05273 0.40491 -5.96992 -0.62 -0.52 0.23 0.089
H 0.66727 1.21806 -6.76076 0.24 0.16 -0.35 0.086
H 0.70246 1.24242 -5.04334 0.40 -0.25 0.26 0.091
H 2.36090 2.91364 -7.89719 0.18 0.02 -0.40 0.089
H 3.89024 3.08335 -7.04312 -0.09 -0.02 0.14 0.085
H 3.33798 1.48797 -7.58315 -0.22 -0.26 0.63 0.083
C 2.23626 0.63141 5.68609 -0.97 0.39 -0.42 -0.364
O 2.76237 -0.34457 6.14473 0.21 -0.90 0.33 0.037
N 2.70400 1.87604 5.75888 0.46 1.69 0.71 -0.200
C 2.08192 2.98667 5.08442 -0.69 -0.14 -0.89 -0.064
C 3.88584 2.19687 6.48892 1.72 -0.12 -0.26 -0.063
H 1.27157 0.69027 5.15874 -0.19 -0.77 -0.17 0.138
H 2.25453 3.94053 5.58289 -0.01 -0.22 0.21 0.088
H 1.01198 2.82493 4.95345 -0.14 -0.01 0.42 0.084
H 2.41201 3.07660 4.04950 0.50 0.12 -0.09 0.085
H 3.78523 2.92662 7.29231 -0.59 -0.19 0.21 0.089
H 4.39333 1.29667 6.83561 -0.41 -0.02 0.21 0.091
H 4.61635 2.65681 5.82340 0.11 0.14 -0.31 0.081
```
Forces are in eV/Å.

Calculated total energy ... -3195.7935 Eh
Net charge ... -1

***

Record 4
C4H15N2O | ωB97M-V/def2-TZVPD

```
22
Properties=species:S:1:pos:R:3:forces:R:3:nbo_charge:R:1
C -2.67874 0.43503 -0.23223 -0.23 0.33 0.80 -0.651
C -1.22780 -0.01675 -0.18886 0.70 0.87 -1.10 -0.049
C -0.26524 1.05792 -0.75267 1.46 -0.30 1.59 -0.436
C 1.24223 0.61767 -0.91329 0.11 0.43 -0.18 -0.236
N 1.56273 -0.49560 -0.01198 -0.12 -0.86 0.18 -0.913
N -1.04036 -1.30092 -0.96082 -0.04 -0.73 -0.01 -0.688
H -3.03278 0.68726 0.77456 0.36 0.33 -0.15 0.252
H -3.41459 -0.32025 -0.49740 0.18 -0.19 -0.60 0.230
H -2.74342 1.32415 -0.85947 -0.44 -0.22 -0.05 0.239
H -0.87447 -0.16319 0.82189 -0.13 -0.81 0.10 0.235
H -0.13517 1.71261 0.12014 -0.77 0.49 -0.45 0.237
H -0.63181 1.61768 -1.60883 -0.09 -0.09 -0.02 0.232
H 1.48864 0.48649 -1.97669 -0.09 -0.87 0.34 0.204
H 1.89248 1.44987 -0.64659 -0.31 0.48 -0.06 0.203
H 2.50144 -0.88450 -0.07211 -0.08 0.16 -0.89 0.395
H -0.09678 -1.68872 -0.81738 0.33 0.34 0.63 0.472
H 1.62531 -0.19114 0.95943 -0.48 0.28 -0.05 0.400
H -1.11268 -1.21574 -1.97578 -0.38 0.42 0.03 0.432
H -1.73107 -1.99001 -0.65886 0.08 -0.07 -0.09 0.434
H 2.35565 -0.74670 3.59691 -0.06 -0.07 -0.08 0.483
H 3.56146 0.03399 3.11334 -0.47 -0.24 -0.36 0.488
O 2.75498 -0.40914 2.78668 0.49 0.32 0.43 -0.964
```
Forces are in eV/Å.

Calculated total energy ... -345.9088 Eh
Relative energy (zero: lowest compared OMol25 entry of this formula, charge and spin) ... 1.003 eV
Net charge ... +1

***

Number 1: Kohn-Sham gap 9.60 eV. Number 2: Kohn-Sham gap 5.91 eV. Number 3: Kohn-Sham gap 9.45 eV. Number 4: Kohn-Sham gap 10.31 eV.